A.
ORCA calculation (ωB97M-V/def2-TZVPD) on 2 unconnected molecules or ions with the total composition C4H12.

HOMO level: -11.2 eV
LUMO: 0.042 Eh
M: 60.1 g/mol
Frontier orbital gap: 0.4538 Ha
Structure (SMILES): CC.CC

Structure (ORCA input):
```
! RIJCOSX wB97M-V def2-TZVPD def2/J DEFGRID3
* xyz 0 1
C -0.274 -1.861 -1.050
C -1.555 -1.041 -0.954
H -0.074 -2.380 -0.114
H -0.312 -2.747 -1.763
H 0.673 -1.166 -1.332
H -1.810 -1.252 0.198
H -2.280 -1.419 -1.574
H -1.401 0.020 -1.036
C 1.609 1.804 1.036
C 0.192 1.138 0.928
H 2.210 1.185 0.323
H 1.487 2.887 0.773
H 1.989 1.652 2.043
H -0.558 1.935 0.736
H 0.129 0.640 1.870
H 0.114 0.403 0.116
*
```

B.
ORCA calculation (ωB97M-V/def2-TZVPD) on 2 unconnected molecules or ions with the total composition C4H12.

HOMO level: -11.2 eV
LUMO: 0.043 Eh
M: 60.1 g/mol
Frontier orbital gap: 0.4545 Ha
Structure (SMILES): CC.CC

Structure (ORCA input):
```
! RIJCOSX wB97M-V def2-TZVPD def2/J DEFGRID3
* xyz 0 1
C -0.603 0.973 -2.064
C -0.979 -0.367 -1.571
H -1.326 1.832 -2.061
H 0.419 1.306 -1.512
H -0.212 0.900 -3.150
H -0.087 -1.049 -1.300
H -1.517 -0.780 -2.390
H -1.591 -0.242 -0.708
C 0.322 0.283 1.891
C 1.218 -0.940 1.748
H 0.731 1.251 1.549
H -0.708 0.126 1.458
H 0.163 0.531 2.962
H 1.012 -1.729 2.497
H 2.241 -0.502 1.964
H 1.128 -1.337 0.666
*
```

C.
ORCA calculation (ωB97M-V/def2-TZVPD) on 2 unconnected molecules or ions with the total composition C4H12.

HOMO level: -11.7 eV
LUMO: 0.040 Eh
M: 60.1 g/mol
Frontier orbital gap: 0.4706 Ha
Structure (SMILES): CC.CC

Structure (ORCA input):
```
! RIJCOSX wB97M-V def2-TZVPD def2/J DEFGRID3
* xyz 0 1
C 0.407 0.424 2.073
C 1.853 0.862 2.350
H 0.214 0.671 1.030
H 0.377 -0.662 2.183
H -0.315 0.952 2.692
H 1.951 1.933 2.454
H 2.525 0.562 1.542
H 2.272 0.315 3.204
C -0.484 -0.349 -2.351
C -1.860 -0.902 -2.042
H -0.017 -0.848 -3.210
H -0.438 0.693 -2.653
H 0.126 -0.537 -1.466
H -1.790 -1.981 -1.862
H -2.589 -0.707 -2.816
H -2.231 -0.427 -1.126
*
```

D.
ORCA calculation (ωB97M-V/def2-TZVPD) on 2 unconnected molecules or ions with the total composition C4H12.

HOMO level: -11.3 eV
LUMO: 0.042 Eh
M: 60.1 g/mol
Frontier orbital gap: 0.4565 Ha
Structure (SMILES): CC.CC

Structure (ORCA input):
```
! RIJCOSX wB97M-V def2-TZVPD def2/J DEFGRID3
* xyz 0 1
C 0.366 1.554 1.080
C 1.503 0.969 1.878
H 0.471 2.594 1.239
H 0.548 1.171 0.078
H -0.434 1.145 1.573
H 2.306 1.623 2.140
H 2.145 0.085 1.424
H 1.299 0.478 2.709
C -0.932 -0.722 -2.101
C -1.191 -1.654 -0.982
H -0.417 -1.431 -2.712
H -1.705 -0.256 -2.672
H -0.263 0.145 -1.782
H -1.458 -1.165 0.017
H -0.231 -2.218 -0.673
H -2.009 -2.316 -1.216
*
```

The structure with the least stability is D.

A.
ORCA calculation (ωB97M-V/def2-TZVPD) on 2 unconnected molecules or ions with the total composition C4H12.

HOMO level: -11.6 eV
LUMO: 0.042 Eh
M: 60.1 g/mol
Frontier orbital gap: 0.4669 Ha
Structure (SMILES): CC.CC

Structure (ORCA input):
```
! RIJCOSX wB97M-V def2-TZVPD def2/J DEFGRID3
* xyz 0 1
C 0.126 -0.581 -2.128
C -1.182 0.170 -1.936
H 0.420 -1.153 -1.247
H -0.043 -1.424 -2.806
H 0.956 0.007 -2.513
H -1.033 1.211 -1.627
H -1.865 -0.285 -1.219
H -1.709 0.248 -2.886
C 0.937 -0.441 2.122
C 0.174 0.900 1.979
H 0.612 -1.173 1.384
H 1.976 -0.212 1.912
H 0.832 -0.835 3.128
H 0.475 1.363 1.041
H 0.236 1.459 2.903
H -0.913 0.748 1.893
*
```

B.
ORCA calculation (ωB97M-V/def2-TZVPD) on 2 unconnected molecules or ions with the total composition C4H12.

HOMO level: -11.0 eV
LUMO: 0.040 Eh
M: 60.1 g/mol
Frontier orbital gap: 0.4455 Ha
Structure (SMILES): CC.CC

Structure (ORCA input):
```
! RIJCOSX wB97M-V def2-TZVPD def2/J DEFGRID3
* xyz 0 1
C -0.713 -1.911 0.638
C 0.189 -2.008 1.955
H -1.218 -2.904 0.774
H -1.620 -1.271 0.720
H -0.186 -1.481 -0.256
H 0.561 -2.959 1.958
H -0.420 -1.786 2.786
H 1.119 -1.360 1.736
C 0.882 2.248 -1.658
C -0.308 1.692 -0.976
H 1.857 1.770 -1.432
H 0.795 1.970 -2.668
H 0.989 3.339 -1.492
H -0.083 1.679 0.077
H -0.558 0.685 -1.148
H -1.286 2.297 -1.015
*
```

C.
ORCA calculation (ωB97M-V/def2-TZVPD) on 2 unconnected molecules or ions with the total composition C4H12.

HOMO level: -11.6 eV
LUMO: 0.043 Eh
M: 60.1 g/mol
Frontier orbital gap: 0.4703 Ha
Structure (SMILES): CC.CC

Structure (ORCA input):
```
! RIJCOSX wB97M-V def2-TZVPD def2/J DEFGRID3
* xyz 0 1
C -1.180 -1.954 0.865
C -1.080 -1.578 -0.608
H -0.572 -2.801 1.059
H -0.820 -1.196 1.568
H -2.177 -2.207 1.233
H -2.029 -1.739 -1.131
H -0.961 -0.496 -0.696
H -0.389 -2.136 -1.219
C 1.424 1.342 0.428
C 0.874 2.168 -0.725
H 1.023 0.343 0.555
H 2.496 1.134 0.444
H 1.228 1.903 1.336
H 0.930 3.225 -0.468
H -0.158 1.904 -0.969
H 1.390 2.090 -1.670
*
```

D.
ORCA calculation (ωB97M-V/def2-TZVPD) on 2 unconnected molecules or ions with the total composition C4H12.

HOMO level: -11.5 eV
LUMO: 0.042 Eh
M: 60.1 g/mol
Frontier orbital gap: 0.4636 Ha
Structure (SMILES): CC.CC

Structure (ORCA input):
```
! RIJCOSX wB97M-V def2-TZVPD def2/J DEFGRID3
* xyz 0 1
C -1.141 -0.317 -1.169
C -2.174 -1.169 -1.921
H -1.385 -0.219 -0.116
H -0.120 -0.668 -1.293
H -1.143 0.681 -1.622
H -2.398 -2.064 -1.338
H -3.120 -0.629 -1.931
H -1.830 -1.477 -2.902
C 1.355 1.270 1.095
C 1.904 0.180 2.001
H 1.895 1.267 0.139
H 0.280 1.300 0.967
H 1.701 2.250 1.459
H 1.924 -0.792 1.488
H 1.300 0.042 2.891
H 2.952 0.346 2.251
*
```

The structure with the least stability is B.

A.
ORCA calculation (ωB97M-V/def2-TZVPD) on C2H4N2O2 in the gas phase.

HOMO level: -9.4 eV
LUMO: 0.034 Eh
M: 88.1 g/mol
Frontier orbital gap: 0.3780 Ha
Structure (SMILES): N/N=C\OC=O

Structure (ORCA input):
```
! RIJCOSX wB97M-V def2-TZVPD def2/J DEFGRID3
* xyz 0 1
C 0.034 -1.022 0.723
C -0.898 0.054 -1.227
H 1.819 1.450 1.318
H 0.664 1.365 0.098
H -0.279 -1.955 1.200
H -1.134 -0.225 -2.271
N 1.377 0.839 0.618
N 0.831 -0.228 1.298
O -0.348 -1.014 -0.630
O -1.070 1.126 -0.711
*
```

B.
ORCA calculation (ωB97M-V/def2-TZVPD) on C2H4N2O2 in the gas phase.

HOMO level: -10.0 eV
LUMO: 0.025 Eh
M: 88.1 g/mol
Frontier orbital gap: 0.3920 Ha
Structure (SMILES): [H]/N=C(\N)OC=O

Structure (ORCA input):
```
! RIJCOSX wB97M-V def2-TZVPD def2/J DEFGRID3
* xyz 0 1
N 0.041 -0.071 1.695
C -0.148 0.166 0.364
O 0.773 -0.528 -0.368
N -0.966 0.943 -0.216
C 0.639 -0.450 -1.740
O 1.600 -0.317 -2.433
H 0.635 -0.833 1.971
H -0.652 0.237 2.355
H -1.560 1.422 0.453
H -0.392 -0.591 -2.081
*
```

C.
ORCA calculation (ωB97M-V/def2-TZVPD) on 2 unconnected molecules or ions with the total composition C2H4N2O2.

HOMO level (alpha / beta): -9.9 / -9.9 eV
LUMO (alpha / beta): -0.053 / -0.052 Eh
M: 88.1 g/mol
Frontier orbital gap (alpha / beta): 0.3100 / 0.3104 Ha

Structure (ORCA input):
```
! RIJCOSX wB97M-V def2-TZVPD def2/J DEFGRID3
* xyz 0 1
C 2.070 -0.141 -0.138
C -1.313 -0.575 -0.235
N 1.117 -0.592 -0.725
N -0.348 0.104 0.533
O 3.054 0.208 0.432
O -0.388 1.449 0.419
H 0.314 1.771 1.042
H -0.780 -1.508 -0.278
H -2.343 -0.698 0.236
H -1.382 -0.019 -1.287
*
```

The structure with the least stability is C.

A.
ORCA calculation (ωB97M-V/def2-TZVPD) on C2H4N2O2 in the gas phase.

HOMO level: -9.7 eV
LUMO: -0.002 Eh
M: 88.1 g/mol
Frontier orbital gap: 0.3566 Ha
Structure (SMILES): C/N=C/ON=O

Structure (ORCA input):
```
! RIJCOSX wB97M-V def2-TZVPD def2/J DEFGRID3
* xyz 0 1
C -0.519 0.073 -0.627
C 1.698 0.150 0.192
N -2.834 -0.233 0.452
N 0.267 0.173 0.352
O -1.987 -0.077 -0.606
O -2.427 -0.555 1.544
H -0.210 0.116 -1.766
H 1.945 0.939 -0.451
H 2.132 0.291 1.154
H 1.935 -0.876 -0.243
*
```

B.
ORCA calculation (ωB97M-V/def2-TZVPD) on C2H4N2O2 in the gas phase.

HOMO level: -10.5 eV
LUMO: 0.003 Eh
M: 88.1 g/mol
Frontier orbital gap: 0.3883 Ha
Structure (SMILES): [H]/N=[N+](\[O-])C(C)=O

Structure (ORCA input):
```
! RIJCOSX wB97M-V def2-TZVPD def2/J DEFGRID3
* xyz 0 1
C 0.703 0.120 -0.159
C -0.178 0.648 -1.235
N 0.115 -1.521 1.353
N -0.097 -0.338 1.039
O 1.887 0.056 -0.130
O -0.866 0.502 1.520
H 0.107 1.679 -1.436
H -1.228 0.609 -0.960
H -0.002 0.077 -2.144
H -0.441 -1.833 2.152
*
```

C.
ORCA calculation (ωB97M-V/def2-TZVPD) on C2H4N2O2 in the gas phase.

HOMO level: -9.8 eV
LUMO: 0.030 Eh
M: 88.1 g/mol
Frontier orbital gap: 0.3923 Ha
Structure (SMILES): [H]/N=C(/N)OC=O

Structure (ORCA input):
```
! RIJCOSX wB97M-V def2-TZVPD def2/J DEFGRID3
* xyz 0 1
N -1.129 0.891 -0.160
C -0.536 -0.215 -0.146
N -1.159 -1.387 0.105
C 1.604 0.728 0.173
O 0.848 -0.383 -0.088
O 2.765 0.764 -0.077
H -0.718 1.731 -0.541
H -2.150 -1.423 -0.060
H -0.614 -2.229 0.046
H 1.090 1.524 0.748
*
```

D.
ORCA calculation (ωB97M-V/def2-TZVPD) on C2H4N2O2 in the gas phase.

HOMO level: -10.1 eV
LUMO: 0.017 Eh
M: 88.1 g/mol
Frontier orbital gap: 0.3900 Ha
Structure (SMILES): [H]/N=C(\N)OC=O

Structure (ORCA input):
```
! RIJCOSX wB97M-V def2-TZVPD def2/J DEFGRID3
* xyz 0 1
C -0.748 -0.218 -0.075
C 1.567 -0.697 -0.137
H 0.423 1.140 0.069
H -0.968 1.805 0.121
H -2.592 -0.039 0.245
H 2.444 -1.356 -0.351
N -0.363 1.041 -0.506
N -1.797 -0.765 0.428
O 0.277 -1.250 -0.316
O 1.758 0.338 0.521
*
```

The structure with the least stability is A.

A.
ORCA calculation (ωB97M-V/def2-TZVPD) on C2H4N2O2 in the gas phase.

HOMO level: -10.0 eV
LUMO: 0.004 Eh
M: 88.1 g/mol
Frontier orbital gap: 0.3710 Ha
Structure (SMILES): [H]/N=N\CC(=O)O

Structure (ORCA input):
```
! RIJCOSX wB97M-V def2-TZVPD def2/J DEFGRID3
* xyz 0 1
C 0.708 0.580 0.217
C 0.107 -0.262 -0.874
O -0.073 -1.562 -0.564
N -0.450 1.362 0.699
N -1.253 0.681 1.400
O -0.249 0.198 -1.956
H -0.466 -1.944 -1.377
H -0.948 -0.265 1.668
H 1.163 -0.031 1.004
H 1.462 1.243 -0.216
*
```

B.
ORCA calculation (ωB97M-V/def2-TZVPD) on 2 unconnected molecules or ions with the total composition C2H4N2O2.

HOMO level: -10.3 eV
LUMO: 0.013 Eh
M: 88.1 g/mol
Frontier orbital gap: 0.3928 Ha
Structure (SMILES): [H]/N=C\O.N=C=O

Structure (ORCA input):
```
! RIJCOSX wB97M-V def2-TZVPD def2/J DEFGRID3
* xyz 0 1
N -1.404 -0.805 -0.575
C -1.517 0.142 -1.346
O -1.515 1.078 -2.036
N 1.791 0.335 -0.188
C 1.405 0.514 1.005
O 0.366 -0.038 1.662
H -2.110 -1.526 -0.532
H -0.170 -0.546 1.023
H 1.210 -0.355 -0.671
H 1.945 1.201 1.657
*
```

The structure with the least stability is A.

A.
ORCA calculation (ωB97M-V/def2-TZVPD) on 2 unconnected molecules or ions with the total composition C5H8O.

HOMO level: -8.7 eV
LUMO: 0.038 Eh
M: 84.1 g/mol
Frontier orbital gap: 0.3573 Ha

Structure (ORCA input):
```
! RIJCOSX wB97M-V def2-TZVPD def2/J DEFGRID3
* xyz 0 1
C 2.069 0.693 0.332
C -0.636 0.369 -0.853
C -0.537 -1.154 -0.794
C -1.736 -0.698 -0.058
O -1.382 -0.368 1.272
C -1.130 0.719 0.407
H 1.560 0.108 1.106
H 2.373 1.666 0.725
H 2.931 0.147 -0.054
H 1.360 0.853 -0.469
H 0.132 -1.718 -0.126
H -0.612 -1.564 -1.795
H -2.784 -0.723 -0.323
H -1.608 1.672 0.630
*
```

B.
ORCA calculation (ωB97M-V/def2-TZVPD) on C5H8O in the gas phase.

HOMO level: -8.1 eV
LUMO: 0.031 Eh
M: 84.1 g/mol
Frontier orbital gap: 0.3296 Ha

Structure (ORCA input):
```
! RIJCOSX wB97M-V def2-TZVPD def2/J DEFGRID3
* xyz 0 1
C -1.703 -0.282 -0.130
C -0.808 -0.336 0.857
C 0.587 -0.887 0.682
C 1.330 -0.142 -0.453
O 0.982 1.240 -0.354
C -0.084 1.565 -1.058
H -1.527 -0.752 -1.093
H -2.636 0.263 -0.026
H -1.013 0.191 1.788
H 0.568 -1.954 0.428
H 1.150 -0.787 1.616
H 1.017 -0.506 -1.436
H 2.415 -0.221 -0.347
H -0.395 2.527 -0.578
*
```

The structure with the least stability is A.

A.
ORCA calculation (ωB97M-V/def2-TZVPD) on 2 unconnected molecules or ions with the total composition C5H8O.

HOMO level: -10.2 eV
LUMO: 0.029 Eh
M: 84.1 g/mol
Frontier orbital gap: 0.4034 Ha
Structure (SMILES): CCC=O.C#C

Structure (ORCA input):
```
! RIJCOSX wB97M-V def2-TZVPD def2/J DEFGRID3
* xyz 0 1
C -1.291 1.045 -0.095
C -1.008 -0.396 0.320
C 0.067 -0.560 1.364
O 0.716 -1.567 1.554
C 1.792 -0.597 -0.764
C 2.214 0.099 -1.653
H -1.365 1.700 0.781
H -2.242 1.107 -0.634
H -0.501 1.429 -0.748
H -0.837 -1.048 -0.544
H -1.877 -0.803 0.858
H 0.196 0.298 2.046
H 1.480 -1.329 -0.008
H 2.655 0.620 -2.476
*
```

B.
ORCA calculation (ωB97M-V/def2-TZVPD) on C5H8O in the gas phase.

HOMO level (alpha / beta): -8.0 / -8.5 eV
LUMO (alpha / beta): -0.028 / -0.028 Eh
M: 84.1 g/mol
Frontier orbital gap (alpha / beta): 0.2663 / 0.2834 Ha

Structure (ORCA input):
```
! RIJCOSX wB97M-V def2-TZVPD def2/J DEFGRID3
* xyz 0 1
C -0.737 -1.455 -0.559
C -0.116 -0.169 -0.098
C -0.972 0.727 0.763
O -0.320 1.875 1.240
C 1.119 0.295 -0.452
C 2.323 -0.410 -0.695
H -0.789 -2.229 0.220
H -0.202 -1.855 -1.422
H -1.772 -1.247 -0.869
H 1.161 1.391 -0.375
H -1.864 1.080 0.234
H -1.337 0.103 1.601
H 0.515 1.601 1.647
H 2.993 0.292 -1.234
*
```

C.
ORCA calculation (ωB97M-V/def2-TZVPD) on C5H8O in the gas phase.

HOMO level: -9.7 eV
LUMO: 0.040 Eh
M: 84.1 g/mol
Frontier orbital gap: 0.3956 Ha
Structure (SMILES): CC(=O)C1CC1

Structure (ORCA input):
```
! RIJCOSX wB97M-V def2-TZVPD def2/J DEFGRID3
* xyz 0 1
C -2.169 0.106 0.340
C -0.699 0.521 0.379
O -0.335 1.545 0.923
C 0.295 -0.373 -0.304
C 1.507 0.321 -0.853
C 1.664 -0.592 0.318
H -2.460 -0.254 -0.661
H -2.324 -0.720 1.056
H -2.780 0.969 0.637
H -0.108 -1.227 -0.836
H 1.553 1.378 -0.609
H 1.897 0.039 -1.830
H 2.132 -1.562 0.141
H 1.827 -0.151 1.300
*
```

The structure with the least stability is B.

A.
ORCA calculation (ωB97M-V/def2-TZVPD) on 2 unconnected molecules or ions with the total composition C5H8O.

HOMO level: -9.3 eV
LUMO: 0.040 Eh
M: 84.1 g/mol
Frontier orbital gap: 0.3824 Ha
Structure (SMILES): O=C1CC=CC1.[H][H]

Structure (ORCA input):
```
! RIJCOSX wB97M-V def2-TZVPD def2/J DEFGRID3
* xyz 0 1
O 1.127 -1.866 1.323
C 0.515 -0.958 0.818
C 0.693 0.531 1.133
C -0.309 1.199 0.229
C -0.938 0.322 -0.556
C -0.580 -1.100 -0.240
H 0.484 0.710 2.192
H 1.746 0.811 0.972
H -0.451 2.273 0.171
H 0.495 0.722 -1.655
H 0.479 0.258 -2.258
H -1.633 0.566 -1.356
H -1.464 -1.553 0.218
H -0.259 -1.762 -1.058
*
```

B.
ORCA calculation (ωB97M-V/def2-TZVPD) on C5H8O in the gas phase.

HOMO level: -8.8 eV
LUMO: 0.041 Eh
M: 84.1 g/mol
Frontier orbital gap: 0.3640 Ha
Structure (SMILES): C1OC[C@H]2C[C@@H]12

Structure (ORCA input):
```
! RIJCOSX wB97M-V def2-TZVPD def2/J DEFGRID3
* xyz 0 1
C 1.268 0.466 -0.846
C 0.712 0.450 0.504
C -0.684 0.875 0.819
O -1.493 0.399 -0.233
C -1.026 -0.927 -0.446
C 0.435 -0.933 0.053
H 0.660 0.649 -1.727
H 2.292 0.887 -0.965
H 1.444 0.581 1.292
H -0.893 1.940 0.958
H -0.784 0.152 1.655
H -1.017 -1.120 -1.515
H -1.742 -1.640 0.018
H 0.830 -1.877 0.450
*
```

C.
ORCA calculation (ωB97M-V/def2-TZVPD) on C5H8O in the gas phase.

HOMO level: -8.4 eV
LUMO: 0.021 Eh
M: 84.1 g/mol
Frontier orbital gap: 0.3301 Ha

Structure (ORCA input):
```
! RIJCOSX wB97M-V def2-TZVPD def2/J DEFGRID3
* xyz 0 1
O 1.911 -0.065 -0.605
C 0.972 0.876 -0.036
C -0.392 0.816 -0.720
C -1.106 -0.398 -0.077
C -0.173 -0.844 1.083
C 1.007 0.083 1.245
H 1.407 -0.763 -1.045
H 1.450 1.857 -0.040
H -0.280 0.723 -1.807
H -0.938 1.748 -0.539
H -1.290 -1.201 -0.798
H 0.201 -1.871 0.975
H -0.683 -0.854 2.055
H -2.087 -0.105 0.311
*
```

The structure with the least stability is C.